{
  "formula": "C39H46Cl52FNO10S",
  "method": "ωB97M-V/def2-TZVPD",
  "species": ["C", "C", "C", "O", "O", "C", "C", "C", "C", "C", "C", "C", "C", "C", "C", "C", "O", "O", "S", "O", "O", "C", "O", "C", "C", "C", "C", "C", "C", "F", "C", "C", "O", "N", "O", "C", "C", "C", "O", "H", "H", "H", "H", "H", "H", "H", "H", "H", "H", "H", "H", "H", "H", "H", "H", "H", "H", "H", "H", "H", "H", "H", "H", "H", "H", "H", "H", "H", "H", "H", "H", "H", "H", "H", "H", "H", "H", "H", "H", "H", "H", "H", "H", "H", "H", "C", "Cl", "Cl", "Cl", "Cl", "C", "Cl", "Cl", "Cl", "Cl", "C", "Cl", "Cl", "Cl", "Cl", "C", "Cl", "Cl", "Cl", "Cl", "C", "Cl", "Cl", "Cl", "Cl", "C", "Cl", "Cl", "Cl", "Cl", "C", "Cl", "Cl", "Cl", "Cl", "C", "Cl", "Cl", "Cl", "Cl", "C", "Cl", "Cl", "Cl", "Cl", "C", "Cl", "Cl", "Cl", "Cl", "C", "Cl", "Cl", "Cl", "Cl", "C", "Cl", "Cl", "Cl", "Cl", "C", "Cl", "Cl", "Cl", "Cl"],
  "xyz": [[-5.30907, 0.05302, 2.27513], [-5.16219, 1.08291, 3.19558], [-3.89484, 1.60946, 3.68053], [-3.89225, 2.43308, 4.53624], [-2.72938, 1.17170, 3.13736], [-1.85788, 0.64773, 4.15708], [-0.92774, -0.41123, 3.50761], [0.56011, -0.20537, 3.92060], [1.53381, -0.05350, 2.70062], [2.74505, -0.96779, 2.94270], [3.96912, -0.84775, 1.99988], [3.96221, -1.35960, 0.53805], [2.77239, -2.31884, 0.17390], [3.26386, -3.61343, -0.56177], [2.11854, -4.45800, -1.25692], [0.69821, -4.33960, -0.69360], [-0.03557, -3.37098, -1.43584], [5.04416, -2.37689, 0.47752], [6.54402, -1.92095, 0.58292], [7.31773, -2.89352, -0.10739], [7.06893, -1.79882, 1.90993], [6.81608, -0.32976, -0.23615], [7.42071, -0.55139, -1.48169], [8.31765, 0.49871, -1.84750], [8.01086, 0.85582, -3.31687], [5.52081, 0.56453, -0.37429], [5.70440, 1.63994, 0.74221], [4.54487, 2.52252, 1.20336], [4.94474, 3.16353, 2.54208], [6.15788, 3.82553, 2.41200], [4.19954, -0.22608, -0.54003], [4.40529, -0.98166, -1.89050], [4.58961, -0.09352, -3.00100], [3.93307, -0.63567, -4.12968], [4.65273, -0.57516, -5.04533], [2.86398, 0.55252, -0.78500], [2.69478, 1.93997, -1.43811], [3.84943, 2.68990, -2.11936], [2.05603, 2.92121, -0.59096], [-5.58549, 0.28568, 1.24555], [-5.20881, -0.98781, 2.57715], [-6.06090, 1.55249, 3.58996], [-2.48857, 0.16934, 4.90778], [-1.25008, 1.43963, 4.59688], [-1.09716, -0.32993, 2.43113], [-1.24329, -1.42210, 3.77662], [0.84809, -1.10420, 4.47256], [0.63333, 0.66497, 4.57221], [1.02428, -0.28505, 1.76523], [1.88799, 0.98356, 2.75042], [2.43176, -1.99937, 3.13007], [3.14262, -0.65139, 3.91692], [4.27880, 0.19080, 2.12459], [4.72069, -1.42149, 2.54947], [1.92296, -1.83376, -0.30369], [2.35002, -2.77467, 1.06932], [3.96633, -3.41958, -1.36696], [3.68677, -4.29979, 0.16670], [2.16553, -4.22704, -2.32690], [2.42186, -5.50382, -1.15241], [0.63115, -4.19791, 0.38567], [0.20852, -5.30119, -0.90429], [0.48725, -3.04733, -2.17521], [7.55255, 0.20227, 0.36747], [9.34228, 0.13815, -1.71594], [8.18313, 1.42003, -1.26731], [8.71504, 1.62434, -3.64035], [6.99935, 1.26408, -3.32623], [8.07983, -0.06225, -3.89654], [5.77776, 1.07243, -1.30315], [6.52032, 2.29985, 0.42881], [6.09971, 1.13493, 1.63492], [3.65621, 1.92903, 1.43302], [4.28515, 3.35547, 0.55563], [5.05778, 2.42097, 3.33672], [4.19288, 3.91295, 2.80123], [3.50509, -1.55849, -2.13349], [5.23260, -1.69760, -1.88407], [2.24586, -0.12700, -1.37535], [2.33189, 0.56824, 0.17624], [1.95418, 1.84955, -2.24395], [4.12178, 2.29031, -3.09535], [4.73114, 2.86957, -1.50788], [3.44903, 3.68417, -2.34432], [1.96057, 2.57485, 0.30251], [0.27836, 0.49187, -5.06702], [-0.13199, -0.41540, -3.59845], [-0.15667, -0.45933, -6.48521], [-0.60074, 2.02190, -5.06920], [2.00884, 0.82890, -5.06752], [-2.98700, 4.12082, -2.55922], [-3.35794, 3.25393, -1.06403], [-3.46902, 3.14109, -3.95534], [-3.86623, 5.65364, -2.58503], [-1.25022, 4.43945, -2.62657], [-3.55878, -4.64627, -2.41042], [-2.85122, -5.56605, -1.07441], [-2.35683, -3.54267, -3.07200], [-4.09649, -5.76318, -3.67213], [-4.94551, -3.72348, -1.81960], [-8.52539, 3.89981, 3.63643], [-9.74104, 4.31408, 4.84878], [-8.52319, 5.12201, 2.35919], [-6.93176, 3.83585, 4.39458], [-8.90673, 2.31674, 2.93622], [-0.06944, -4.54245, -7.32033], [-1.28628, -5.82454, -7.31795], [-0.59543, -3.23646, -8.39447], [0.13324, -3.92148, -5.67473], [1.46651, -5.18649, -7.90589], [4.71865, 5.11385, -5.70077], [3.58031, 6.37114, -6.19679], [3.87081, 3.56483, -5.58985], [6.01825, 4.98881, -6.89233], [5.40296, 5.52636, -4.12345], [2.27762, -6.19518, -11.61133], [3.13944, -6.70466, -13.06762], [1.08937, -7.42573, -11.16549], [3.42993, -5.98424, -10.28677], [1.45075, -4.66196, -11.91690], [5.58782, -2.19503, 6.22542], [5.79687, -0.62029, 5.44432], [6.48471, -3.41885, 5.32514], [6.19164, -2.11466, 7.88441], [3.86822, -2.61830, 6.24361], [-13.31898, 3.69301, 7.11819], [-13.15545, 5.24863, 6.28727], [-12.56260, 2.42898, 6.14186], [-12.51041, 3.77064, 8.68669], [-15.03210, 3.32924, 7.34597], [-17.26735, 0.44860, 5.18475], [-17.35515, -0.39572, 6.73600], [-17.69582, -0.66651, 3.88093], [-18.39600, 1.81044, 5.19123], [-15.62529, 1.04948, 4.93600], [-3.07712, -1.94548, -11.47810], [-1.90244, -2.64898, -12.59711], [-4.28940, -1.03719, -12.38770], [-3.86676, -3.23614, -10.56471], [-2.24406, -0.85793, -10.35822], [-3.60511, -2.09367, 7.17291], [-4.57075, -3.56266, 7.35412], [-4.43894, -0.96787, 6.09338], [-3.37966, -1.33571, 8.75210], [-2.02607, -2.50676, 6.48687], [-9.06656, 6.35857, 9.02576], [-7.95415, 5.16041, 8.35350], [-10.58902, 6.31098, 8.13011], [-9.37562, 5.98829, 10.72813], [-8.34940, 7.96968, 8.89345]],
  "atomic_forces_ev_per_a": [[0.1, 0.4, 0.2], [0.1, -0.9, -0.7], [-0.5, -1.8, 1.2], [0.2, 1.9, 1.5], [-0.4, -0.8, -0.5], [0.5, -0.8, -0.3], [-0.1, 0.7, 0.3], [-0.6, -0.6, -1.2], [0.2, -0.4, 1.3], [0.1, 0.4, -0.1], [-0.6, -0.1, 1.1], [-0.8, -0.3, 0.2], [0.4, -1.0, 0.2], [-1.7, -0.4, -0.8], [0.9, 0.4, 1.2], [0.2, -0.9, -1.8], [-0.2, 0.7, 0.9], [0.8, 1.7, 0.0], [3.4, -1.4, 0.4], [-0.6, -0.7, -1.5], [-1.6, 1.2, 1.2], [-1.0, 0.6, -0.9], [-0.3, -0.1, 0.3], [0.0, 0.2, -1.2], [0.3, -0.1, 1.3], [1.1, 0.7, 1.0], [-0.3, -0.2, 0.1], [0.6, 0.2, 1.1], [-0.5, 0.0, -0.5], [0.1, 0.1, 0.0], [0.4, -0.7, -1.7], [-0.5, -0.5, -0.2], [0.3, 0.1, 0.7], [1.4, -1.1, 0.2], [-0.5, 0.3, -0.4], [-0.3, -0.1, 1.0], [0.0, 1.0, -0.8], [-0.2, 0.5, -0.1], [0.1, -0.4, 0.5], [-2.0, -0.4, 0.5], [2.0, 0.0, -0.7], [0.2, 1.4, -1.4], [0.3, 0.3, 0.1], [-0.3, 0.1, 0.0], [0.3, 0.1, 0.0], [-0.1, 0.1, 0.0], [0.2, 0.3, 0.2], [0.2, -0.1, 0.1], [0.0, 0.2, 0.0], [-0.1, 0.0, -0.6], [0.0, 0.0, -0.4], [0.0, -0.1, -0.1], [0.1, -0.1, -0.5], [0.2, 0.1, -0.3], [0.2, 0.1, -0.2], [0.0, 0.6, 0.4], [0.3, -0.1, 0.4], [0.4, 0.4, 0.0], [-0.5, -0.1, 0.0], [0.0, 0.1, -0.2], [0.1, 0.5, -0.1], [0.0, 0.1, 0.2], [0.2, -0.2, 0.1], [-0.3, -0.3, 0.6], [0.0, 0.1, 0.0], [-0.1, -0.3, 0.3], [0.0, -0.2, -0.2], [0.0, -0.1, -0.4], [-0.1, 0.2, -0.3], [-0.7, -0.1, -0.2], [-0.1, -0.1, -0.1], [-0.1, 0.0, -0.1], [-0.1, 0.1, -0.2], [0.0, -0.3, -0.4], [0.0, 0.0, 0.0], [0.1, -0.1, 0.3], [0.0, 0.0, 0.2], [0.1, 0.3, 0.0], [0.1, 0.1, 0.0], [0.0, 0.3, -0.1], [0.2, -0.5, 0.1], [0.1, -0.3, 0.3], [0.0, -0.2, 0.0], [0.0, -0.1, 0.1], [0.0, 0.0, -0.1], [-0.1, 0.3, -0.1], [0.0, 0.0, 0.1], [0.1, 0.1, 0.1], [0.1, -0.2, 0.0], [-0.7, 0.4, -0.4], [0.0, 0.0, 0.0], [0.0, 0.0, -0.1], [-0.1, 0.1, 0.2], [0.0, 0.0, 0.0], [0.0, 0.0, 0.0], [0.1, 0.1, -0.1], [0.0, 0.0, 0.0], [-0.4, 0.0, -0.2], [0.0, 0.0, 0.0], [0.0, 0.0, 0.0], [0.1, 0.1, 0.1], [0.0, 0.0, 0.0], [0.0, -0.1, 0.0], [-0.1, 0.1, 0.0], [0.0, 0.0, 0.0], [0.0, 0.0, 0.0], [0.0, 0.1, 0.0], [0.0, -0.1, 0.0], [0.0, -0.1, -0.1], [-0.2, 0.1, 0.1], [0.0, 0.0, 0.0], [0.0, 0.0, 0.0], [0.0, 0.1, -0.1], [0.0, 0.0, 0.0], [0.0, 0.0, 0.0], [-0.1, 0.0, 0.0], [0.0, 0.0, 0.1], [0.0, 0.0, 0.0], [0.2, -0.1, -0.2], [0.0, 0.0, 0.0], [0.1, -0.1, -0.1], [0.0, 0.0, 0.0], [-0.1, 0.1, 0.0], [0.0, 0.0, -0.1], [0.0, 0.0, 0.0], [0.0, 0.0, 0.1], [0.0, 0.0, 0.0], [0.0, 0.0, 0.0], [-0.2, -0.2, 0.0], [0.1, 0.1, 0.1], [0.0, 0.0, 0.0], [0.0, 0.0, 0.0], [0.0, 0.0, 0.0], [0.0, 0.0, 0.0], [-0.1, -0.1, -0.1], [0.0, -0.1, 0.0], [0.0, 0.0, 0.0], [0.1, 0.0, 0.0], [0.0, 0.0, 0.0], [0.0, 0.0, 0.0], [0.0, 0.0, 0.1], [0.0, 0.0, 0.0], [-0.1, -0.1, 0.1], [0.0, 0.0, -0.1], [0.0, 0.0, 0.0], [0.0, 0.0, -0.1], [0.0, 0.0, 0.0], [0.3, 0.2, 0.0], [0.0, 0.0, 0.0], [0.0, -0.1, 0.0]],
  "mulliken_charge": [-0.595, -0.271, 0.897, -0.578, -0.289, 0.306, -0.729, -0.855, 0.684, -1.734, 0.086, 2.001, -1.491, -0.739, -1.208, -0.418, -0.309, -0.490, 1.537, -0.826, -0.740, -1.666, -0.375, -0.205, -0.906, 1.246, -2.450, 1.557, -0.761, -0.345, 2.360, -2.883, 0.173, -0.026, -0.339, 0.620, 0.425, -1.034, -0.769, 0.259, 0.268, 0.109, -0.401, 0.244, 0.313, 0.501, 0.291, 0.493, 0.095, -0.296, 0.413, 0.559, -0.671, 0.162, 0.077, 0.835, 0.005, 0.699, 0.504, 0.424, 0.304, 0.308, 0.134, 0.890, 0.412, 0.192, 0.474, 0.026, 0.262, 0.607, 0.337, 0.754, -1.220, 0.335, 0.225, 0.427, 1.195, 0.510, 0.134, -1.103, 0.474, -0.247, -0.132, 0.701, 0.421, 0.012, -0.043, 0.016, -0.047, 0.111, 0.292, -0.038, -0.097, -0.106, -0.043, 0.214, -0.110, 0.049, -0.114, -0.113, 0.268, 0.036, -0.106, -0.064, -0.131, 0.080, -0.113, 0.002, 0.090, -0.034, 0.231, -0.102, 0.009, -0.102, -0.096, 0.340, -0.105, -0.089, -0.108, -0.051, 0.308, -0.065, -0.080, -0.107, -0.096, 0.343, -0.105, -0.099, -0.074, -0.074, 0.310, -0.095, -0.106, -0.096, -0.013, 0.328, -0.076, -0.105, -0.087, -0.072, 0.294, -0.109, -0.054, -0.094, -0.073, 0.278, -0.066, -0.014, -0.105, -0.100],
  "homo_ev": -8.5,
  "charge": 0
}